Record 1
A molecular structure, C38H35ClN5OPPt, computed with the ωB97M-V functional and the def2-TZVPD basis.

The value obtained for the HOMO energy is -19.697 eV. For the HOMO-LUMO gap, the calculation gives 0.238 Eh. The LUMO energy is -13.21 eV. The value obtained for the electronic energy is -74491.6181 eV.

```
! wB97M-V def2-TZVPD RIJCOSX def2/J DEFGRID3
* xyz 4 1
Pt -0.512 0.111 -0.088
Cl -0.847 -2.233 0.401
C -1.787 -2.885 -0.955
C -2.315 -4.145 -0.801
C -3.069 -4.657 -1.857
C -3.284 -3.908 -3.005
C -2.737 -2.637 -3.127
C -1.965 -2.105 -2.088
P -1.103 -0.561 -2.362
C 0.384 -0.864 -3.273
C 1.224 0.172 -3.717
C 2.347 -0.127 -4.463
C 2.652 -1.453 -4.766
C 1.840 -2.483 -4.311
C 0.712 -2.197 -3.559
C -2.259 0.573 -3.097
C -3.590 0.552 -2.635
C -4.529 1.410 -3.180
C -4.161 2.279 -4.206
C -2.862 2.272 -4.698
C -1.909 1.426 -4.151
H -2.162 -4.719 0.104
H -3.497 -5.648 -1.765
H -3.879 -4.312 -3.813
H -2.902 -2.066 -4.033
H 0.998 1.205 -3.500
H 2.981 0.669 -4.830
H 3.524 -1.680 -5.366
H 2.075 -3.510 -4.556
H 0.079 -3.010 -3.227
H -3.917 -0.189 -1.910
H -5.555 1.377 -2.838
H -4.903 2.932 -4.647
H -2.597 2.908 -5.532
H -0.923 1.398 -4.587
C 3.495 -1.610 -0.406
C 2.511 -0.601 0.091
O 1.374 -0.580 -0.496
N 2.880 0.208 1.061
C 2.097 1.243 1.747
C 1.103 0.654 2.704
C 1.370 0.633 4.058
C 0.476 0.020 4.928
C -0.660 -0.562 4.394
C -0.873 -0.488 3.031
N -0.020 0.113 2.181
H 3.215 -1.931 -1.405
H 3.475 -2.478 0.259
H 4.509 -1.213 -0.409
H 3.819 0.059 1.411
H 1.602 1.881 1.020
H 2.809 1.869 2.279
H 2.275 1.094 4.433
H 0.667 0.000 5.993
H -1.387 -1.063 5.018
H -1.772 -0.914 2.610
N 1.161 6.874 -2.770
C 0.883 5.835 -2.368
C 0.544 4.537 -1.876
C -0.779 4.196 -1.597
C -1.064 2.936 -1.122
N -0.113 2.006 -0.883
C 1.162 2.327 -1.199
C 1.523 3.563 -1.684
H -1.583 4.902 -1.752
H -2.098 2.680 -0.968
H 1.909 1.563 -1.071
H 2.561 3.765 -1.911
N -2.442 0.736 0.369
C -3.328 0.024 1.301
C -3.595 0.620 2.525
C -4.481 -0.001 3.392
C -5.077 -1.204 3.033
C -4.798 -1.787 1.800
C -3.919 -1.172 0.920
H -2.318 1.665 0.771
H -2.949 0.861 -0.513
H -3.136 1.564 2.801
H -4.717 0.461 4.342
H -5.771 -1.685 3.710
H -5.281 -2.713 1.520
H -3.717 -1.617 -0.048
*
```

Record 2
A molecular structure, C38H35GeN4NaO4 in a non-equilibrium geometry, computed with the ωB97M-V functional and the def2-TZVPD basis.

The value obtained for the HOMO energy is -1.767 eV. For the HOMO-LUMO gap, the calculation gives 0.210 Eh. The LUMO energy is 3.94 eV. The value obtained for the electronic energy is -115061.1921 eV.

```
! wB97M-V def2-TZVPD RIJCOSX def2/J DEFGRID3
* xyz -2 1
Na -2.941 0.097 0.328
C -3.108 -0.015 4.008
N -3.342 -0.570 2.677
C -3.944 -1.687 2.642
C -4.187 -2.491 1.467
C -4.904 -3.705 1.461
C -4.977 -4.107 0.126
C -4.312 -3.103 -0.597
N -3.816 -2.137 0.173
C -1.927 -0.618 4.719
C -0.728 -0.862 4.045
C 0.326 -1.476 4.719
C 0.225 -1.877 6.040
C -0.937 -1.593 6.710
C -2.016 -1.001 6.062
H -3.999 -0.165 4.641
H -2.961 1.060 3.945
H -4.338 -2.157 3.568
H -5.323 -4.216 2.329
H -5.461 -4.971 -0.331
H -4.127 -3.088 -1.672
H -0.626 -0.623 2.998
H 1.236 -1.666 4.154
H 1.055 -2.387 6.525
H -1.070 -1.887 7.740
H -2.952 -0.855 6.581
C -3.288 5.126 -1.511
N -4.179 4.057 -1.070
C -5.549 4.101 -1.250
C -6.356 3.149 -0.772
C -5.741 2.008 -0.033
O -6.454 1.212 0.572
N -4.394 1.914 -0.076
C -3.601 2.919 -0.490
O -2.366 2.869 -0.438
H -3.892 5.986 -1.803
H -2.658 4.800 -2.342
H -2.621 5.420 -0.695
H -5.928 4.968 -1.770
H -7.438 3.131 -0.870
O 1.511 -0.675 0.419
C 0.288 -0.974 0.195
O -0.687 -0.624 0.884
C 0.111 -1.837 -1.048
C 0.957 -1.293 -2.191
Ge 2.619 -0.443 -1.691
C 2.522 1.403 -1.015
C 3.713 2.039 -0.699
C 3.735 3.327 -0.183
C 2.535 3.980 0.043
C 1.317 3.348 -0.273
C 1.322 2.061 -0.791
C 3.365 -0.112 -3.545
C 3.465 -1.172 -4.434
C 3.880 -0.999 -5.750
C 4.174 0.283 -6.228
C 4.073 1.364 -5.357
C 3.695 1.168 -4.024
C 4.067 -1.487 -0.788
C 5.198 -1.887 -1.513
C 6.207 -2.605 -0.914
C 6.120 -2.969 0.432
C 5.011 -2.552 1.174
C 3.998 -1.815 0.567
H -0.967 -1.864 -1.297
H 0.426 -2.845 -0.774
H 0.424 -0.470 -2.664
H 1.139 -2.000 -2.993
H 4.656 1.542 -0.885
H 4.685 3.766 0.094
H 2.520 4.979 0.486
H 0.359 3.808 -0.083
H 0.388 1.545 -0.950
H 3.176 -2.172 -4.100
H 3.922 -1.843 -6.437
H 4.497 0.440 -7.261
H 4.261 2.364 -5.725
H 3.619 2.015 -3.347
H 5.286 -1.610 -2.559
H 7.074 -2.863 -1.511
H 6.903 -3.592 0.880
H 4.918 -2.825 2.224
H 3.136 -1.467 1.122
*
```

Record 3
6 unconnected molecules or ions with the total composition C38H35NO21Si in a non-equilibrium geometry, computed with the ωB97M-V functional and the def2-TZVPD basis.

The value obtained for the HOMO energy is -9.389 eV. For the HOMO-LUMO gap, the calculation gives 0.284 Eh. The LUMO energy is -1.66 eV. The SMILES is C#C[SiH2]CCN(CC)C(C)=O.O=C1C=C(O)C(=O)C=C1O.O=C1C=C(O)C(=O)C=C1O.O=C1C=C(O)C(=O)C=C1O.O=C1C=C(O)C(=O)C=C1O.O=C1C=C(O)C(=O)C=C1O. The value obtained for the electronic energy is -92334.7077 eV.

```
! wB97M-V def2-TZVPD RIJCOSX def2/J DEFGRID3
* xyz 0 1
C -1.612 0.617 -0.663
C -1.199 -0.379 -1.192
Si -0.581 -1.912 -2.011
C -0.784 -1.648 -3.863
C -0.006 -2.636 -4.739
N 1.439 -2.409 -4.743
C 2.140 -3.555 -5.369
C 3.638 -3.646 -5.038
C 1.867 -1.181 -5.320
C 0.949 -0.338 -6.186
O 3.008 -0.793 -5.134
H -1.962 1.629 -0.500
H 0.806 -2.163 -1.584
H -1.453 -3.010 -1.544
H -1.850 -1.780 -4.084
H -0.553 -0.602 -4.081
H -0.203 -3.648 -4.361
H -0.422 -2.631 -5.760
H 1.967 -3.539 -6.457
H 1.649 -4.465 -5.009
H 4.247 -3.500 -5.936
H 3.894 -4.632 -4.635
H 3.939 -2.870 -4.332
H 0.649 0.542 -5.606
H 0.057 -0.843 -6.553
H 1.516 0.028 -7.046
C -6.764 3.107 -1.246
C -5.452 3.180 -0.989
C -4.894 2.953 0.393
O -3.684 3.019 0.529
C -5.815 2.672 1.476
C -7.129 2.602 1.221
C -7.684 2.805 -0.165
O -8.889 2.703 -0.289
O -8.042 2.350 2.147
O -4.543 3.454 -1.918
H -7.174 3.265 -2.234
H -5.404 2.525 2.464
H -8.916 2.353 1.696
H -3.680 3.448 -1.463
C 2.242 -0.629 3.285
C 1.185 -0.589 2.459
C 0.280 -1.776 2.269
O -0.658 -1.638 1.509
C 0.579 -3.001 2.990
C 1.639 -3.041 3.807
C 2.535 -1.848 4.011
O 3.471 -1.981 4.780
O 1.989 -4.119 4.499
O 0.861 0.477 1.739
H 2.903 0.211 3.425
H -0.070 -3.852 2.837
H 2.785 -3.865 5.006
H 0.076 0.232 1.204
C 4.457 -0.141 0.156
C 5.174 -0.852 1.034
C 6.256 -1.802 0.605
O 6.867 -2.388 1.482
C 6.509 -1.965 -0.812
C 5.790 -1.260 -1.696
C 4.720 -0.288 -1.264
O 4.135 0.327 -2.134
O 5.957 -1.353 -3.008
O 4.992 -0.775 2.350
H 3.682 0.550 0.459
H 7.279 -2.661 -1.111
H 5.300 -0.753 -3.417
H 5.626 -1.397 2.757
C -13.299 2.861 4.552
C -13.058 1.742 5.249
C -12.035 0.730 4.805
O -11.871 -0.248 5.507
C -11.308 0.975 3.569
C -11.553 2.092 2.875
C -12.559 3.115 3.329
O -12.698 4.106 2.638
O -10.934 2.396 1.734
O -13.688 1.434 6.375
H -14.029 3.595 4.864
H -10.586 0.236 3.251
H -11.297 3.257 1.446
H -13.318 0.578 6.668
C 9.523 1.697 -0.290
C 10.852 1.854 -0.219
C 11.601 1.745 1.084
O 12.809 1.887 1.047
C 10.848 1.483 2.296
C 9.519 1.329 2.225
C 8.774 1.416 0.920
O 7.569 1.245 0.952
O 8.755 1.088 3.283
O 11.614 2.112 -1.273
H 8.977 1.771 -1.220
H 11.392 1.420 3.228
H 7.840 1.017 2.948
H 12.530 2.171 -0.937
*
```

> Among the records above, which one has the lowest electronic energy?

C38H35GeN4NaO4

What did the second record say?
A molecular structure, C38H35GeN4NaO4 in a non-equilibrium geometry, computed with the ωB97M-V functional and the def2-TZVPD basis.

The value obtained for the HOMO energy is -1.767 eV. For the HOMO-LUMO gap, the calculation gives 0.210 Eh. The LUMO energy is 3.94 eV. The value obtained for the electronic energy is -115061.1921 eV.

```
! wB97M-V def2-TZVPD RIJCOSX def2/J DEFGRID3
* xyz -2 1
Na -2.941 0.097 0.328
C -3.108 -0.015 4.008
N -3.342 -0.570 2.677
C -3.944 -1.687 2.642
C -4.187 -2.491 1.467
C -4.904 -3.705 1.461
C -4.977 -4.107 0.126
C -4.312 -3.103 -0.597
N -3.816 -2.137 0.173
C -1.927 -0.618 4.719
C -0.728 -0.862 4.045
C 0.326 -1.476 4.719
C 0.225 -1.877 6.040
C -0.937 -1.593 6.710
C -2.016 -1.001 6.062
H -3.999 -0.165 4.641
H -2.961 1.060 3.945
H -4.338 -2.157 3.568
H -5.323 -4.216 2.329
H -5.461 -4.971 -0.331
H -4.127 -3.088 -1.672
H -0.626 -0.623 2.998
H 1.236 -1.666 4.154
H 1.055 -2.387 6.525
H -1.070 -1.887 7.740
H -2.952 -0.855 6.581
C -3.288 5.126 -1.511
N -4.179 4.057 -1.070
C -5.549 4.101 -1.250
C -6.356 3.149 -0.772
C -5.741 2.008 -0.033
O -6.454 1.212 0.572
N -4.394 1.914 -0.076
C -3.601 2.919 -0.490
O -2.366 2.869 -0.438
H -3.892 5.986 -1.803
H -2.658 4.800 -2.342
H -2.621 5.420 -0.695
H -5.928 4.968 -1.770
H -7.438 3.131 -0.870
O 1.511 -0.675 0.419
C 0.288 -0.974 0.195
O -0.687 -0.624 0.884
C 0.111 -1.837 -1.048
C 0.957 -1.293 -2.191
Ge 2.619 -0.443 -1.691
C 2.522 1.403 -1.015
C 3.713 2.039 -0.699
C 3.735 3.327 -0.183
C 2.535 3.980 0.043
C 1.317 3.348 -0.273
C 1.322 2.061 -0.791
C 3.365 -0.112 -3.545
C 3.465 -1.172 -4.434
C 3.880 -0.999 -5.750
C 4.174 0.283 -6.228
C 4.073 1.364 -5.357
C 3.695 1.168 -4.024
C 4.067 -1.487 -0.788
C 5.198 -1.887 -1.513
C 6.207 -2.605 -0.914
C 6.120 -2.969 0.432
C 5.011 -2.552 1.174
C 3.998 -1.815 0.567
H -0.967 -1.864 -1.297
H 0.426 -2.845 -0.774
H 0.424 -0.470 -2.664
H 1.139 -2.000 -2.993
H 4.656 1.542 -0.885
H 4.685 3.766 0.094
H 2.520 4.979 0.486
H 0.359 3.808 -0.083
H 0.388 1.545 -0.950
H 3.176 -2.172 -4.100
H 3.922 -1.843 -6.437
H 4.497 0.440 -7.261
H 4.261 2.364 -5.725
H 3.619 2.015 -3.347
H 5.286 -1.610 -2.559
H 7.074 -2.863 -1.511
H 6.903 -3.592 0.880
H 4.918 -2.825 2.224
H 3.136 -1.467 1.122
*
```

> What is the formula in the third record?

C38H35NO21Si

> Which of these has the lowest electronic energy?

C38H35GeN4NaO4